Entry 1:
Here is an isolated molecule of CH5N3S at a distorted geometry from the OMol25 dataset. Energies are from ωB97M-V with the def2-TZVPD basis set.

Last columns: bonded neighbours and bond lengths (Å).
Geometry (Å):
1 C -0.23445 -0.88744 0.11964  N2 1.364, S5 2.148, H6 1.166, H7 1.165
2 N -0.85544 0.13935 0.76898  C1 1.364, N3 1.258, H8 1.002
3 N -1.46502 1.12360 0.27705  N2 1.258, H9 1.082
4 N 2.02836 0.94879 -0.47148  S5 1.562, H10 1.109
5 S 1.82742 -0.34414 0.38253  C1 2.148, N4 1.562
6 H -0.38957 -1.97590 0.50662  C1 1.166
7 H -0.37446 -0.89118 -1.03665  C1 1.165
8 H -0.74418 0.27410 1.75524  N2 1.002
9 H -1.59289 0.84781 -0.76096  N3 1.082
10 H 1.80022 0.76500 -1.54097  N4 1.109

Summary:
Molar mass   91.1 g mol⁻¹
Orbital gap (alpha / beta)   6.55 / 8.22 eV
E_tot   -603.38287 Ha
HOMO energy (alpha / beta)   -0.2669 / -0.2932 Eh
Energy above the lowest of the compared OMol25 structures with the same formula, charge and spin   102.31 kcal per mole

---

Entry 2:
Here is an isolated molecule of CH5N3S2 at a distorted geometry from the OMol25 dataset. Energies are from ωB97M-V with the def2-TZVPD basis set.

Last columns: bonded neighbours and bond lengths (Å).
Geometry (Å):
1 C -0.06771 0.17981 -0.11277  N7 1.407, N8 1.286, N9 1.376
2 H 2.85356 0.00920 1.49761  S10 1.401
3 H 0.87941 -1.56228 0.12886  N7 1.022
4 H 0.71193 1.87706 -0.02881  N8 1.037
5 H -1.08433 -1.34057 -0.87227  N9 1.015
6 H -2.95743 0.84574 -0.69807  S11 1.404
7 N 1.10062 -0.60289 -0.14352  C1 1.407, H3 1.022, S10 1.647
8 N -0.23399 1.45394 -0.06838  C1 1.286, H4 1.037
9 N -1.14249 -0.67999 -0.10386  C1 1.376, H5 1.015, S11 1.693
10 S 2.63339 -0.05869 0.11578  H2 1.401, N7 1.647
11 S -2.69296 -0.12133 0.28543  H6 1.404, N9 1.693

Summary:
Molar mass   123.2 g mol⁻¹
Orbital gap   9.93 eV
E_tot   -1001.70679 Ha
SMILES string   N=C(NS)NS
HOMO energy   -0.3451 Eh
Energy above the lowest of the compared OMol25 structures with the same formula, charge and spin   6.57 kcal per mole

---

Entry 3:
Here is a 2-piece molecular cluster, CH5N4O overall at a distorted geometry from the OMol25 dataset. Energies are from ωB97M-V with the def2-TZVPD basis set.

Last columns: bonded neighbours and bond lengths (Å).
Geometry (Å):
1 C 0.56821 0.04740 -2.47908  N2 1.185, N3 1.220
2 N -0.07237 -0.34470 -3.39587  C1 1.185, H7 1.032
3 N 1.01941 0.18202 -1.35384  C1 1.220, H11 0.965
4 N 0.22943 -0.71408 1.13648  N5 1.340, O6 1.165, H8 1.029
5 N 0.43340 -0.06567 2.29140  N4 1.340, H9 1.103, H10 1.030
6 O -0.20237 -0.38935 0.10401  N4 1.165
7 H -0.52927 0.14253 -4.18199  N2 1.032
8 H 0.57411 -1.67421 1.26949  N4 1.029
9 H 0.08361 0.94927 2.54607  N5 1.103
10 H 1.13892 -0.36629 2.97904  N5 1.030
11 H 1.92931 0.25265 -1.04041  N3 0.965

Summary:
Molar mass   89.1 g mol⁻¹
Orbital gap (alpha / beta)   8.35 / 8.35 eV
E_tot   -334.92387 Ha
HOMO energy (alpha / beta)   -0.5114 / -0.5114 Eh
Energy above the lowest of the compared OMol25 structures with the same formula, charge and spin   82.01 kcal per mole
Charge   +1